No. 1
{
  "formula": "C25H31F7InN7O10S2",
  "method": "wB97M-V/def2-TZVPD",
  "homo_ha": -0.478,
  "lumo_energy_ha": -0.1691,
  "charge": 2,
  "total_energy_ev": -103183.5734,
  "largest_force_ev_per_a": 0.5,
  "symbols": ["In", "F", "C", "F", "F", "S", "O", "O", "N", "S", "O", "O", "C", "F", "F", "F", "F", "C", "C", "C", "C", "O", "C", "C", "N", "C", "C", "C", "C", "C", "C", "N", "C", "C", "N", "C", "C", "C", "O", "O", "H", "H", "H", "H", "H", "H", "H", "H", "H", "H", "H", "H", "H", "H", "H", "H", "H", "H", "C", "C", "N", "C", "C", "N", "C", "C", "H", "H", "H", "H", "H", "H", "H", "H", "H", "H", "H", "H", "H", "O", "N", "O", "O"],
  "xyz": [[2.01, 0.27, 1.75], [-1.26, 4.78, 2.96], [-0.13, 4.35, 2.41], [0.87, 4.50, 3.28], [0.13, 5.05, 1.32], [-0.30, 2.57, 1.96], [1.06, 2.30, 1.43], [-1.39, 2.50, 1.05], [-0.61, 1.76, 3.26], [0.45, 1.29, 4.35], [1.82, 1.37, 3.81], [0.03, 0.08, 4.96], [0.43, 2.58, 5.72], [0.25, 1.97, 6.87], [-0.54, 3.45, 5.51], [1.60, 3.22, 5.74], [-4.61, -0.81, 0.09], [-3.54, -0.99, -0.72], [-2.30, -0.66, -0.29], [-1.19, -0.92, -1.12], [0.12, -0.59, -0.61], [0.23, -0.08, 0.53], [1.21, -0.82, -1.50], [0.96, -1.35, -2.72], [-0.26, -1.72, -3.18], [-0.24, -2.38, -4.49], [-1.18, -2.11, -5.62], [-1.18, -3.46, -4.93], [-1.37, -1.50, -2.38], [-2.68, -1.80, -2.80], [-3.77, -1.56, -1.99], [-5.07, -1.88, -2.40], [-5.40, -3.17, -2.97], [-6.38, -3.91, -2.06], [-7.58, -3.03, -1.82], [-7.21, -1.69, -1.24], [-6.21, -1.03, -2.17], [2.61, -0.48, -1.07], [3.39, 0.07, -1.82], [2.86, -0.84, 0.16], [-2.15, -0.22, 0.69], [1.78, -1.51, -3.41], [0.78, -2.54, -4.78], [-0.74, -2.04, -6.61], [-2.01, -1.44, -5.47], [-0.74, -4.30, -5.45], [-2.02, -3.72, -4.30], [-2.88, -2.19, -3.78], [-4.50, -3.78, -3.07], [-5.84, -3.06, -3.97], [-5.94, -4.10, -1.08], [-6.73, -4.84, -2.50], [-8.24, -3.51, -1.20], [-8.07, -2.89, -2.71], [-6.78, -1.88, -0.26], [-8.13, -1.12, -1.14], [-5.90, -0.08, -1.75], [-6.70, -0.81, -3.13], [5.77, 2.70, 2.90], [4.34, 2.15, 2.91], [4.04, 1.51, 1.60], [3.96, 2.56, 0.55], [5.17, 3.50, 0.66], [6.22, 2.79, 1.47], [6.41, 1.40, 0.93], [5.16, 0.59, 1.26], [6.48, 2.05, 3.41], [5.84, 3.70, 3.33], [3.61, 2.94, 3.07], [4.22, 1.41, 3.70], [3.04, 3.12, 0.68], [3.93, 2.05, -0.41], [4.94, 4.43, 1.18], [5.60, 3.73, -0.32], [7.09, 3.30, 1.41], [7.31, 0.99, 1.39], [6.57, 1.50, -0.15], [5.31, -0.07, 2.11], [4.87, -0.02, 0.41], [3.25, -1.04, 3.09], [2.33, -1.94, 3.18], [2.49, -2.97, 3.73], [1.23, -1.61, 2.60]],
  "lowdin_charge": [0.92, 0.18, -0.68, 0.14, 0.17, 0.65, -0.35, -0.22, -0.26, 0.67, -0.35, -0.21, -0.66, 0.18, 0.16, 0.15, 0.08, -0.18, 0.11, -0.03, -0.24, -0.04, -0.01, 0.06, 0.05, -0.22, -0.06, -0.07, -0.08, 0.07, -0.14, -0.09, -0.13, -0.07, 0.06, -0.07, -0.13, -0.56, 0.08, -0.07, 0.14, 0.15, 0.14, 0.11, 0.10, 0.11, 0.08, 0.09, 0.14, 0.14, 0.15, 0.14, 0.19, 0.18, 0.13, 0.14, 0.14, 0.14, -0.04, -0.12, -0.17, -0.10, -0.04, -0.08, -0.04, -0.11, 0.15, 0.14, 0.13, 0.13, 0.12, 0.13, 0.14, 0.15, 0.19, 0.15, 0.15, 0.14, 0.11, -0.06, -0.48, 0.17, -0.03]
}


No. 2
{
  "formula": "C2H3Cl2N2P",
  "method": "wB97M-V/def2-TZVPD",
  "homo_ha": -0.351,
  "smiles": "Cl[C@@H]1C=NP(Cl)N1",
  "lumo_energy_ha": 0.0082,
  "charge": 0,
  "total_energy_ev": -39437.3237,
  "largest_force_ev_per_a": 3.1,
  "symbols": ["Cl", "C", "C", "N", "P", "Cl", "N", "H", "H", "H"],
  "xyz": [[-0.43, -0.59, -2.02], [-0.04, -0.18, -0.31], [-1.18, 0.63, 0.22], [-1.02, 1.86, 0.42], [0.58, 2.41, 0.08], [0.11, 3.14, -1.76], [1.11, 0.83, -0.22], [0.20, -1.10, 0.21], [-2.15, 0.18, 0.35], [2.04, 0.54, -0.46]],
  "lowdin_charge": [0.58, -0.69, -0.31, -0.19, 0.46, 0.16, -0.29, 0.10, 0.11, 0.07]
}


No. 3
{
  "formula": "C49H57F2N9O7S2",
  "method": "wB97M-V/def2-TZVPD",
  "homo_ha": -0.560,
  "lumo_energy_ha": -0.4241,
  "charge": 6,
  "total_energy_ev": -106526.8289,
  "largest_force_ev_per_a": 4.1,
  "symbols": ["C", "N", "C", "C", "C", "C", "C", "C", "C", "C", "N", "C", "C", "C", "H", "H", "H", "H", "H", "H", "H", "H", "H", "H", "H", "H", "H", "H", "C", "N", "C", "C", "C", "C", "C", "C", "C", "C", "N", "C", "C", "C", "H", "H", "H", "H", "H", "H", "H", "H", "H", "H", "H", "H", "H", "H", "C", "N", "C", "C", "C", "C", "C", "C", "C", "C", "N", "C", "C", "C", "H", "H", "H", "H", "H", "H", "H", "H", "H", "H", "H", "H", "H", "H", "C", "N", "C", "C", "C", "C", "C", "C", "C", "C", "N", "C", "C", "C", "H", "H", "H", "H", "H", "H", "H", "H", "H", "H", "H", "H", "H", "H", "O", "C", "O", "O", "H", "N", "S", "O", "O", "F", "S", "O", "O", "F"],
  "xyz": [[-19.97, -6.23, -0.58], [-21.18, -6.76, -1.18], [-21.75, -7.95, -0.82], [-22.79, -8.49, -1.53], [-23.42, -7.74, -2.48], [-22.96, -6.45, -2.72], [-21.83, -6.02, -2.07], [-24.57, -8.34, -3.14], [-24.57, -9.58, -3.71], [-25.64, -10.05, -4.44], [-26.84, -9.36, -4.45], [-26.89, -8.12, -3.92], [-25.76, -7.58, -3.26], [-28.00, -9.79, -5.28], [-20.19, -5.52, 0.24], [-19.41, -5.78, -1.39], [-19.45, -7.08, -0.17], [-21.31, -8.47, 0.00], [-23.32, -9.42, -1.20], [-23.46, -5.91, -3.51], [-21.49, -5.02, -2.26], [-23.69, -10.23, -3.83], [-25.59, -10.90, -5.11], [-27.79, -7.52, -4.06], [-25.84, -6.58, -2.87], [-28.60, -8.92, -5.60], [-28.68, -10.54, -4.77], [-27.57, -10.38, -6.10], [-22.11, -14.28, 6.93], [-22.79, -15.19, 5.91], [-23.59, -14.65, 4.92], [-24.15, -15.52, 4.00], [-24.00, -16.87, 4.13], [-23.23, -17.39, 5.22], [-22.65, -16.49, 6.07], [-24.89, -17.82, 3.40], [-25.77, -17.41, 2.43], [-26.51, -18.31, 1.72], [-26.38, -19.67, 1.94], [-25.57, -20.06, 2.88], [-24.79, -19.19, 3.61], [-27.14, -20.74, 1.28], [-22.56, -13.32, 7.06], [-21.04, -14.23, 6.60], [-22.20, -14.81, 7.91], [-23.68, -13.58, 4.91], [-24.72, -15.08, 3.19], [-23.12, -18.47, 5.24], [-22.03, -16.79, 6.89], [-25.99, -16.39, 2.19], [-27.26, -17.99, 0.96], [-25.52, -21.11, 3.01], [-24.16, -19.63, 4.30], [-26.48, -21.28, 0.61], [-27.94, -20.34, 0.68], [-27.60, -21.42, 1.97], [-20.34, -20.54, -3.20], [-18.91, -20.78, -3.11], [-18.32, -22.04, -3.16], [-16.98, -22.13, -3.02], [-16.24, -20.99, -2.92], [-16.73, -19.74, -2.99], [-18.11, -19.67, -3.06], [-14.71, -21.21, -2.90], [-13.83, -20.79, -3.87], [-12.54, -21.18, -3.74], [-12.15, -21.85, -2.64], [-12.94, -22.16, -1.59], [-14.26, -21.88, -1.79], [-10.71, -22.13, -2.52], [-20.82, -21.33, -2.69], [-20.70, -20.62, -4.24], [-20.65, -19.58, -2.75], [-19.06, -22.81, -3.28], [-16.50, -23.08, -3.01], [-16.00, -18.92, -2.90], [-18.71, -18.81, -2.98], [-14.26, -20.29, -4.73], [-11.70, -20.86, -4.36], [-12.44, -22.51, -0.64], [-14.91, -22.21, -0.93], [-10.44, -22.93, -3.28], [-10.47, -22.29, -1.46], [-10.31, -21.14, -2.73], [-29.25, -4.84, 4.56], [-28.56, -4.69, 5.82], [-27.35, -5.23, 5.85], [-26.64, -5.11, 7.01], [-27.26, -4.45, 8.06], [-28.55, -3.87, 8.02], [-29.14, -3.99, 6.82], [-26.55, -4.38, 9.36], [-25.17, -4.46, 9.42], [-24.50, -4.46, 10.59], [-25.21, -4.37, 11.74], [-26.55, -4.31, 11.75], [-27.25, -4.28, 10.58], [-24.40, -4.40, 13.02], [-30.29, -5.13, 4.69], [-28.72, -5.58, 3.95], [-29.23, -3.94, 3.97], [-27.07, -5.88, 5.02], [-25.70, -5.54, 7.20], [-29.11, -3.49, 8.87], [-30.13, -3.61, 6.60], [-24.57, -4.67, 8.55], [-23.43, -4.47, 10.74], [-27.00, -4.06, 12.67], [-28.37, -4.42, 10.64], [-24.31, -5.40, 13.43], [-24.85, -3.76, 13.78], [-23.35, -4.05, 12.87], [-19.02, -15.98, -0.40], [-19.14, -17.37, -0.71], [-20.03, -17.76, -1.53], [-18.43, -18.21, -0.13], [-18.19, -15.68, -0.06], [-25.19, -9.26, 4.41], [-24.21, -10.21, 3.57], [-24.07, -9.71, 2.22], [-24.24, -11.59, 3.92], [-22.80, -9.80, 4.22], [-26.59, -9.10, 3.65], [-27.54, -8.39, 4.46], [-26.97, -10.26, 2.87], [-26.12, -7.98, 2.69]],
  "lowdin_charge": [0.05, -0.07, 0.06, 0.04, -0.16, 0.07, 0.01, -0.14, 0.03, 0.05, -0.07, 0.04, 0.08, 0.04, 0.13, 0.12, 0.11, 0.15, 0.17, 0.15, 0.16, 0.16, 0.15, 0.16, 0.13, 0.12, 0.13, 0.11, 0.06, -0.06, 0.08, 0.05, -0.09, 0.08, -0.01, -0.10, 0.03, 0.07, -0.06, 0.00, 0.07, 0.04, 0.09, 0.13, 0.12, 0.11, 0.13, 0.12, 0.15, 0.13, 0.17, 0.15, 0.11, 0.12, 0.11, 0.12, 0.02, -0.04, 0.06, 0.02, -0.16, 0.06, 0.06, -0.12, 0.06, 0.02, -0.10, 0.03, 0.02, 0.04, 0.09, 0.12, 0.09, 0.15, 0.14, 0.16, 0.11, 0.15, 0.16, 0.18, 0.17, 0.15, 0.11, 0.11, 0.03, -0.07, 0.04, 0.07, -0.10, 0.07, 0.03, -0.10, 0.03, 0.02, -0.05, 0.03, 0.06, 0.06, 0.12, 0.10, 0.12, 0.14, 0.12, 0.15, 0.17, 0.13, 0.16, 0.15, 0.16, 0.11, 0.11, 0.12, 0.01, -0.78, -0.11, -0.06, 0.08, -0.31, 0.51, -0.33, -0.30, -0.20, 0.48, -0.30, -0.29, -0.18]
}


No. 4
{
  "formula": "C18H24FN4V",
  "method": "wB97M-V/def2-TZVPD",
  "homo_ha": [-0.545, -0.538],
  "lumo_energy_ha": [-0.2443, -0.2321],
  "charge": 2,
  "total_energy_ev": -53408.6129,
  "largest_force_ev_per_a": 0.1,
  "multiplicity": 3,
  "symbols": ["V", "C", "C", "N", "C", "C", "C", "C", "C", "C", "C", "N", "C", "C", "N", "N", "H", "H", "H", "H", "H", "H", "H", "H", "H", "H", "H", "H", "H", "H", "H", "H", "H", "H", "F", "C", "C", "C", "C", "C", "C", "C", "H", "H", "H", "H", "H", "H"],
  "xyz": [[0.04, -1.14, -0.22], [2.91, -1.90, 0.32], [2.97, -0.57, -0.40], [1.82, -0.45, -1.34], [1.62, 0.96, -1.75], [0.87, 1.69, -0.66], [0.92, 3.06, -0.48], [0.21, 3.62, 0.57], [-0.52, 2.80, 1.43], [-0.53, 1.44, 1.19], [-1.30, 0.46, 2.04], [-0.91, -0.94, 1.76], [0.03, -1.53, 2.76], [1.47, -1.40, 2.30], [1.58, -2.04, 0.97], [0.14, 0.91, 0.16], [3.72, -1.98, 1.05], [3.02, -2.72, -0.39], [3.92, -0.46, -0.93], [2.90, 0.25, 0.31], [2.04, -0.99, -2.18], [1.03, 0.98, -2.67], [2.57, 1.46, -1.95], [1.52, 3.67, -1.14], [0.23, 4.69, 0.74], [-1.06, 3.22, 2.27], [-2.36, 0.58, 1.81], [-1.17, 0.70, 3.10], [-1.76, -1.50, 1.78], [-0.22, -2.59, 2.86], [-0.10, -1.08, 3.74], [2.14, -1.86, 3.02], [1.75, -0.35, 2.20], [1.39, -3.04, 1.09], [-2.88, 2.68, -2.64], [-2.59, 1.44, -2.24], [-3.32, 0.90, -1.18], [-3.02, -0.37, -0.75], [-2.00, -1.13, -1.37], [-1.50, -2.38, -0.79], [-1.30, -0.55, -2.44], [-1.61, 0.74, -2.89], [-4.12, 1.48, -0.74], [-3.60, -0.82, 0.04], [-1.05, -3.06, -1.51], [-2.16, -2.89, -0.10], [-0.60, -1.15, -3.01], [-1.13, 1.17, -3.76]],
  "lowdin_charge": [0.93, -0.14, -0.16, -0.10, -0.10, -0.23, 0.03, 0.02, 0.03, -0.22, -0.09, -0.09, -0.14, -0.16, -0.12, 0.06, 0.14, 0.14, 0.15, 0.13, 0.15, 0.12, 0.15, 0.14, 0.13, 0.14, 0.13, 0.14, 0.12, 0.14, 0.14, 0.15, 0.13, 0.15, 0.12, -0.26, 0.04, -0.03, -0.36, -0.13, -0.07, 0.01, 0.14, 0.13, 0.09, 0.08, 0.13, 0.14]
}